This record from the Open Molecules 2025 dataset describes a single C3H6N2S molecule in a non-equilibrium geometry. The level of theory is wB97M-V/def2-TZVPD.

Last columns: bonded neighbours and bond lengths (Å).
Cartesian coordinates (Å):
1 C -2.121 -0.592 -0.108  N2 1.278, H7 1.080, H8 1.062
2 N -1.662 0.567 -0.387  C1 1.278, N3 1.354
3 N -0.376 0.866 -0.089  N2 1.354, C4 1.465, H9 0.978
4 C 0.616 -0.197 0.086  N3 1.465, C5 1.492, H10 1.089, H11 1.075
5 C 1.957 0.418 0.311  C4 1.492, S6 1.616, H12 1.064
6 S 3.354 -0.095 -0.318  C5 1.616
7 H -1.517 -1.403 0.272  C1 1.080
8 H -3.145 -0.815 -0.280  C1 1.062
9 H -0.117 1.601 -0.680  N3 0.978
10 H 0.637 -0.883 -0.760  C4 1.089
11 H 0.361 -0.724 0.988  C4 1.075
12 H 2.015 1.256 0.965  C5 1.064

Calculated values
**Energy relative to the best compared isomer or geometry (same formula, charge and spin)**: 258.0 kJ/mol
**Structure (SMILES)**: C=NNCC=S
**Total charge**: 0
**Kohn-Sham gap**: 8.50 eV
**M**: 102.2 g/mol
**E**: -17021.367 eV